DFT (wB97M-V/def2-TZVPD) results for 2 unconnected molecules or ions with the total composition C7H13NO in a non-equilibrium geometry.

The value obtained for the max |F| is 0.065 Eh/bohr. Its LUMO energy is 0.70 eV. The SMILES is C=CC(=C)O.CC(C)=N. As for the relative energy (zero: lowest compared OMol25 entry of this formula, charge and spin): 234.5 kJ/mol. The value obtained for the HOMO-LUMO gap is 9.366 eV.

Last column: natural (NBO) charge in e.
Positions of all 22 atoms, in Å:
C: -1.005 -0.580 1.529  -0.68
C: -1.965 1.176 -0.059  -0.69
C: -1.350 -0.261 0.103  0.37
N: -1.601 -1.206 -0.710  -0.70
H: -2.157 -0.939 -1.523  0.34
H: -1.890 -0.494 2.161  0.23
H: -0.622 -1.596 1.597  0.23
H: -0.255 0.120 1.893  0.22
H: -1.245 1.957 0.179  0.23
H: -2.763 1.258 0.669  0.22
H: -2.364 1.323 -1.056  0.21
C: 1.050 -0.011 -0.992  0.27
C: 1.830 -0.866 -0.089  -0.25
C: 1.008 1.341 -0.917  -0.46
C: 2.686 -0.459 0.841  -0.35
O: 0.678 -0.597 -2.177  -0.69
H: 0.264 -1.451 -1.961  0.49
H: 1.605 -1.926 -0.182  0.21
H: 1.401 1.871 -0.070  0.20
H: 0.616 1.915 -1.737  0.21
H: 2.954 0.579 0.965  0.19
H: 3.124 -1.156 1.538  0.20